# 1
{"formula": "C5H7O4Yb", "method": "ωB97M-V with the def2-TZVPD basis set", "species": ["H", "Yb", "O", "O", "C", "C", "O", "C", "H", "H", "H", "H", "H", "O", "C", "C", "H"], "xyz": [[2.974, -0.789, -0.565], [2.810, 2.643, -0.522], [3.208, 0.898, 0.618], [1.561, -0.694, 0.869], [0.278, -0.111, 0.940], [-0.193, 0.043, -0.505], [1.567, 0.741, -0.918], [2.423, 0.004, -0.024], [-0.360, -0.785, 1.525], [0.352, 0.877, 1.425], [-0.625, 1.025, -0.725], [0.007, -0.853, -1.110], [-2.547, -0.684, -1.559], [-3.914, 0.413, 0.972], [-2.259, -0.757, -0.503], [-3.188, -0.163, 0.307], [-2.092, -1.805, -0.226]], "atomic_forces_ev_per_a": [[-0.1, 0.4, 0.2], [-0.2, -1.1, 0.2], [0.5, 0.4, -0.2], [-0.3, -0.4, 0.0], [0.4, 0.0, -0.3], [1.8, 0.9, 0.8], [-0.6, -0.1, 0.0], [-0.5, 0.2, 0.2], [0.3, 0.2, -0.1], [-0.4, -0.2, 0.0], [0.0, -1.0, -0.7], [-0.5, 1.0, -0.2], [0.2, 0.3, 0.3], [0.4, -0.1, 0.0], [-1.5, -0.5, 0.4], [0.4, -0.3, -0.7], [0.1, 0.4, 0.2]], "mulliken_charge": [0.324, 1.192, -0.754, -0.413, -0.235, -0.253, -0.669, 0.443, 0.366, 0.183, 0.334, 0.303, 0.378, -0.225, -1.206, 0.849, 0.381], "e_tot_ev": -45008.2473, "charge": 1, "homo_ev": -12.24, "relative_energy_ev": 2.823, "orbital_gap_ev": 7.45}

***

# 2
{"formula": "C5H7P", "method": "ωB97M-V with the def2-TZVPD basis set", "species": ["C", "P", "C", "C", "C", "C", "H", "H", "H", "H", "H", "H", "H"], "xyz": [[1.950, 1.244, -0.087], [2.168, -0.290, 0.401], [0.693, -1.154, -0.317], [-0.607, -0.580, 0.280], [-1.396, -0.021, 1.151], [-1.971, -0.016, -0.253], [2.708, 2.012, -0.013], [1.199, 1.783, -0.596], [0.769, -2.307, -0.153], [0.714, -1.272, -1.409], [-1.407, 0.334, 2.198], [-2.768, -0.685, -0.354], [-2.052, 0.951, -0.849]], "atomic_forces_ev_per_a": [[0.8, 1.3, -0.3], [0.4, -0.8, -0.2], [-1.2, -2.1, 1.0], [-0.5, 0.1, -1.9], [1.4, 0.1, 0.4], [1.5, 1.4, 0.9], [0.7, -0.4, 0.9], [-1.6, -0.4, -0.7], [-0.1, 1.9, 0.7], [-0.3, 1.2, 0.1], [-0.3, -0.2, -0.9], [-1.2, -0.9, -0.7], [0.3, -1.3, 0.8]], "mulliken_charge": [-0.404, -0.154, -0.581, -0.072, -0.195, -0.585, 0.280, 0.285, 0.313, 0.362, 0.329, 0.243, 0.180], "e_tot_ev": -14582.6923, "charge": 0, "homo_ev": -8.94, "relative_energy_ev": 3.006, "smiles": "C=PCC1=CC1", "orbital_gap_ev": 9.24}

***

# 3
{"formula": "C5H8", "method": "ωB97M-V with the def2-TZVPD basis set", "species": ["C", "C", "C", "C", "C", "H", "H", "H", "H", "H", "H", "H", "H"], "xyz": [[2.189, -0.222, -0.619], [1.229, 0.646, 0.028], [0.154, 1.048, 0.427], [-0.898, 0.001, 0.679], [-1.933, -0.076, -0.435], [2.659, -0.916, 0.087], [1.636, -0.818, -1.359], [2.947, 0.366, -1.127], [-0.308, -0.930, 0.677], [-1.333, 0.074, 1.673], [-2.727, 0.663, -0.301], [-2.373, -1.077, -0.451], [-1.463, 0.097, -1.410]], "atomic_forces_ev_per_a": [[0.3, 0.0, -0.1], [0.0, 0.6, -0.2], [0.6, -0.7, -0.1], [-0.3, -0.4, 0.3], [-0.1, 0.0, 0.0], [0.1, 0.3, -0.1], [0.2, 0.2, 0.1], [0.3, -0.2, -0.2], [-0.6, 0.0, 0.2], [-0.3, 0.2, 0.0], [0.1, 0.0, -0.1], [-0.1, 0.2, 0.0], [-0.1, 0.0, 0.2]], "mulliken_charge": [-1.061, 0.069, -0.119, -0.227, -0.977, 0.296, 0.256, 0.338, 0.211, 0.337, 0.294, 0.296, 0.287], "e_tot_ev": -5311.3949, "charge": 0, "homo_ev": -9.18, "relative_energy_ev": 2.772, "smiles": "CC#CCC", "orbital_gap_ev": 10.18}

***

# 4
{"formula": "C5H8", "method": "ωB97M-V with the def2-TZVPD basis set", "species": ["C", "C", "C", "C", "C", "H", "H", "H", "H", "H", "H", "H", "H"], "xyz": [[-0.487, 1.038, -0.722], [0.828, 0.922, -0.546], [1.177, -0.355, 0.185], [-0.174, -0.751, 0.813], [-1.228, -0.142, -0.132], [-0.981, 1.847, -1.254], [1.575, 1.623, -0.908], [1.518, -1.116, -0.534], [1.975, -0.236, 0.925], [-0.291, -1.829, 0.955], [-0.260, -0.272, 1.795], [-1.504, -0.850, -0.927], [-2.155, 0.133, 0.385]], "atomic_forces_ev_per_a": [[0.1, 0.0, 0.0], [-0.1, 0.0, 0.0], [0.0, 0.0, 0.0], [0.0, -0.1, 0.0], [-0.1, 0.0, 0.0], [0.1, -0.1, 0.1], [-0.1, -0.1, 0.0], [0.0, 0.1, 0.1], [-0.1, 0.0, -0.1], [0.0, 0.2, 0.0], [0.0, -0.1, -0.1], [0.0, 0.1, 0.1], [0.1, 0.0, -0.1]], "mulliken_charge": [-0.348, -0.347, -0.591, -0.553, -0.590, 0.381, 0.382, 0.239, 0.317, 0.299, 0.256, 0.240, 0.315], "e_tot_ev": -5314.1669, "charge": 0, "homo_ev": -9.10, "relative_energy_ev": 0.000, "smiles": "C1=CCCC1", "orbital_gap_ev": 10.36}

***

# 5
{"formula": "C5H8", "method": "ωB97M-V with the def2-TZVPD basis set", "species": ["C", "C", "C", "C", "C", "H", "H", "H", "H", "H", "H", "H", "H"], "xyz": [[1.576, -0.496, -0.136], [0.764, 0.544, 0.537], [-0.627, 0.848, -0.007], [-1.395, -0.452, -0.308], [0.878, -0.828, 1.150], [1.237, -0.942, -1.069], [2.658, -0.508, -0.017], [1.262, 1.350, 1.076], [-0.552, 1.469, -0.910], [-1.173, 1.436, 0.739], [-2.476, -0.314, -0.236], [-1.167, -0.845, -1.304], [-1.127, -1.230, 0.422]], "atomic_forces_ev_per_a": [[0.1, -0.1, 0.0], [0.0, 0.0, 0.1], [-0.1, 0.0, 0.0], [0.0, -0.1, 0.0], [0.2, 0.2, -0.2], [0.1, -0.1, 0.2], [-0.1, 0.1, 0.0], [-0.1, -0.1, -0.1], [0.0, -0.1, 0.2], [0.1, -0.1, 0.0], [0.1, 0.1, -0.1], [0.0, 0.1, 0.1], [-0.2, 0.1, -0.1]], "mulliken_charge": [-0.388, 0.026, -0.391, -1.199, -0.433, 0.165, 0.270, 0.363, 0.250, 0.321, 0.359, 0.294, 0.364], "e_tot_ev": -5310.0432, "charge": 0, "homo_ev": -8.87, "relative_energy_ev": 4.124, "orbital_gap_ev": 8.65}

***

# 6
{"formula": "C5H8", "method": "ωB97M-V with the def2-TZVPD basis set", "species": ["C", "C", "C", "C", "C", "H", "H", "H", "H", "H", "H", "H", "H"], "xyz": [[-0.498, 1.129, -0.249], [-1.146, -0.387, -0.287], [0.048, -0.802, 0.518], [1.301, -0.487, -0.221], [0.640, 0.585, 0.605], [-0.176, 1.633, -1.171], [-1.478, 1.343, 0.110], [-2.088, -0.505, 0.300], [-1.333, -0.815, -1.272], [0.009, -1.490, 1.346], [1.274, -0.400, -1.310], [2.186, -0.973, 0.169], [1.170, 1.009, 1.460]], "atomic_forces_ev_per_a": [[-0.9, -1.6, -0.8], [0.4, -0.1, -0.4], [0.1, -0.8, 0.2], [0.2, -0.2, 0.0], [-0.2, 0.0, 0.2], [-0.6, -0.2, 0.2], [0.2, 2.6, 1.2], [0.6, 0.6, -0.5], [0.3, -0.3, 0.0], [0.1, -0.4, -0.1], [0.0, -0.1, 0.2], [0.1, 0.3, 0.1], [-0.4, 0.1, -0.3]], "mulliken_charge": [-0.661, -0.731, -0.206, -0.545, -0.260, 0.302, 0.323, 0.313, 0.295, 0.374, 0.175, 0.262, 0.360], "e_tot_ev": -5311.9327, "charge": 0, "homo_ev": -9.32, "relative_energy_ev": 2.234, "smiles": "C1C[C@H]2C[C@@H]12", "orbital_gap_ev": 10.59}

***

# 7
{"formula": "C5H8", "method": "ωB97M-V with the def2-TZVPD basis set", "species": ["C", "C", "C", "C", "C", "H", "H", "H", "H", "H", "H", "H", "H"], "xyz": [[-0.536, -1.500, -0.562], [0.703, -0.741, -0.272], [0.740, 0.764, -0.084], [-0.529, 1.252, 0.614], [0.040, -1.522, 0.821], [-1.510, -1.028, -0.661], [-0.479, -2.423, -1.128], [1.629, -1.188, -0.630], [0.887, 1.262, -1.051], [1.610, 1.011, 0.537], [-0.412, 2.279, 0.959], [-1.407, 1.208, -0.039], [-0.735, 0.626, 1.497]], "atomic_forces_ev_per_a": [[-0.1, -0.1, 0.0], [0.1, 0.0, 0.1], [0.0, 0.0, 0.0], [-0.1, 0.0, 0.1], [0.1, -0.1, -0.3], [0.0, 0.0, 0.1], [0.1, 0.0, 0.0], [-0.1, 0.0, 0.0], [-0.1, -0.1, 0.2], [-0.1, -0.1, -0.1], [-0.1, 0.0, 0.0], [0.2, 0.0, 0.1], [0.0, 0.2, -0.2]], "mulliken_charge": [-0.430, 0.103, -0.336, -1.271, -0.418, 0.157, 0.273, 0.355, 0.265, 0.289, 0.378, 0.279, 0.356], "e_tot_ev": -5310.1357, "charge": 0, "homo_ev": -8.91, "relative_energy_ev": 4.031, "orbital_gap_ev": 8.65}

***

# 8
{"formula": "C5H8", "method": "ωB97M-V with the def2-TZVPD basis set", "species": ["C", "C", "C", "C", "C", "H", "H", "H", "H", "H", "H", "H", "H"], "xyz": [[-1.468, -0.070, -1.678], [-0.464, 0.484, -0.784], [0.363, 1.041, -0.093], [1.262, 0.878, 1.039], [0.691, -0.872, 1.235], [-1.763, 0.722, -2.367], [-1.082, -0.915, -2.259], [-2.358, -0.412, -1.138], [2.315, 1.052, 0.752], [1.029, 1.591, 1.850], [-0.325, -0.551, 1.388], [0.779, -1.831, 1.814], [1.021, -1.120, 0.240]], "atomic_forces_ev_per_a": [[-0.1, 0.1, -0.2], [0.2, 1.0, -0.3], [-0.4, -0.4, -0.3], [-0.2, -1.2, 0.4], [0.7, 1.0, 0.4], [-0.2, -0.1, -0.1], [0.0, 0.2, 0.1], [0.2, 0.1, 0.0], [-0.4, -0.6, 0.3], [0.0, -0.8, -0.1], [-0.4, -0.4, -0.6], [1.2, 1.4, 0.7], [-0.7, -0.3, -0.3]], "mulliken_charge": [-1.132, 0.387, -0.111, -0.478, -0.863, 0.288, 0.276, 0.276, 0.290, 0.290, 0.240, 0.296, 0.241], "e_tot_ev": -5310.6218, "charge": 0, "homo_ev": -9.21, "relative_energy_ev": 3.545, "smiles": "CC#CCC", "orbital_gap_ev": 10.21}

***

# 9
{"formula": "C5H8", "method": "ωB97M-V with the def2-TZVPD basis set", "species": ["C", "C", "C", "C", "C", "H", "H", "H", "H", "H", "H", "H", "H"], "xyz": [[-1.683, 0.055, -1.155], [-0.469, 0.530, -1.241], [0.791, 0.685, -0.934], [1.233, -0.031, 0.342], [0.050, -0.368, 1.265], [-1.863, -0.964, -1.486], [-2.484, 0.571, -0.632], [1.518, 1.222, -1.539], [1.749, -0.950, 0.033], [1.976, 0.572, 0.874], [-0.334, -1.380, 1.098], [0.290, -0.256, 2.322], [-0.772, 0.314, 1.052]], "atomic_forces_ev_per_a": [[0.1, 0.1, -0.2], [0.0, -0.3, 0.2], [-0.2, -0.1, -0.1], [0.1, 0.0, 0.1], [0.0, 0.0, 0.1], [-0.2, 0.2, -0.3], [0.1, 0.1, -0.3], [-0.2, -0.1, 0.1], [0.0, 0.2, 0.1], [-0.1, 0.0, -0.1], [0.1, 0.2, 0.0], [0.2, -0.2, 0.0], [0.1, -0.1, 0.3]], "mulliken_charge": [-0.730, 0.114, -0.452, -0.243, -1.045, 0.260, 0.323, 0.366, 0.250, 0.295, 0.283, 0.331, 0.248], "e_tot_ev": -5312.4984, "charge": 0, "homo_ev": -9.37, "relative_energy_ev": 1.668, "smiles": "C=C=CCC", "orbital_gap_ev": 10.53}

***

# 10
{"formula": "C5H8", "method": "ωB97M-V with the def2-TZVPD basis set", "species": ["C", "C", "C", "C", "C", "H", "H", "H", "H", "H", "H", "H", "H"], "xyz": [[1.303, -0.995, 0.111], [0.392, 0.069, -0.065], [0.807, 1.402, -0.139], [-1.078, -0.270, -0.515], [-2.074, 0.055, 0.240], [2.542, -0.602, 0.364], [1.396, -1.618, -0.773], [0.935, -1.466, 1.238], [0.068, 2.551, -0.082], [1.981, 1.711, -0.208], [-1.106, -1.053, -1.320], [-2.020, 0.686, 1.197], [-3.145, -0.470, -0.047]], "atomic_forces_ev_per_a": [[4.3, -1.2, 4.3], [-2.1, 6.1, -2.6], [0.1, 1.9, 0.4], [4.1, -1.4, 0.4], [-4.8, -0.6, 1.3], [-3.9, -1.0, -0.8], [-0.3, -0.8, 0.4], [1.2, 0.4, -3.5], [2.1, -4.3, -0.6], [-3.0, -1.1, 0.7], [-0.3, 1.1, 0.7], [0.0, -1.0, -1.8], [2.6, 1.8, 0.9]], "mulliken_charge": [-0.909, 0.407, -0.604, -0.296, -0.487, 0.251, 0.308, 0.212, 0.196, 0.211, 0.260, 0.265, 0.186], "e_tot_ev": -5309.9920, "charge": 0, "homo_ev": -8.82, "relative_energy_ev": 4.175, "orbital_gap_ev": 9.87}

***

# 11
{"formula": "C5H8AgCl4NiO7P", "method": "ωB97M-V with the def2-TZVPD basis set", "species": ["Ag", "Ni", "P", "O", "O", "O", "O", "C", "O", "O", "O", "Cl", "C", "C", "Cl", "H", "H", "H", "H", "Cl", "C", "C", "Cl", "H", "H", "H", "H"], "xyz": [[1.830, -1.098, -1.342], [-0.457, 1.240, -1.378], [-0.435, -0.577, -3.070], [-1.595, 0.278, -2.584], [-0.293, -1.662, -1.996], [0.818, 0.269, -2.730], [-0.474, -1.581, -4.218], [0.436, 0.054, 0.847], [0.827, -1.133, 0.935], [1.079, 0.600, -0.013], [-0.710, 0.314, 0.451], [4.402, -1.008, 0.085], [4.898, -1.466, 1.739], [3.815, -0.988, 2.720], [4.491, -0.940, 4.423], [5.779, -0.834, 1.846], [5.026, -2.539, 1.884], [2.860, -1.508, 2.642], [3.396, -0.028, 2.417], [-4.471, -0.433, -1.025], [-3.891, 1.245, -0.678], [-5.030, 1.954, 0.021], [-4.712, 3.697, 0.179], [-3.734, 1.808, -1.598], [-2.940, 1.112, -0.163], [-4.892, 1.470, 0.988], [-6.023, 1.753, -0.381]], "atomic_forces_ev_per_a": [[1.5, -1.3, 0.4], [0.0, -0.7, -0.5], [0.2, -2.8, -0.5], [-1.0, 1.9, -0.4], [-0.2, -2.4, 1.2], [-0.1, 2.5, -0.9], [-0.1, 1.9, 0.2], [-1.3, -7.0, -3.4], [0.5, -1.4, 4.7], [7.9, 7.5, -3.2], [-7.2, 2.0, 2.6], [-0.3, -0.4, -0.6], [-0.8, 0.9, 1.0], [-0.4, 0.5, -0.2], [-0.6, -0.1, -1.2], [0.2, -0.7, 0.4], [0.4, 0.2, -0.5], [0.5, -1.1, 0.5], [1.0, 0.7, 0.4], [0.3, 0.5, 0.0], [-0.6, 0.1, -1.9], [1.1, -1.1, 1.6], [0.0, -0.1, -0.1], [0.3, -0.6, -0.4], [-0.4, 0.3, 0.5], [-1.1, 0.6, 0.6], [0.4, 0.2, -0.2]], "mulliken_spin": [0.039, 1.696, -0.071, 0.146, 0.586, 0.134, 0.453, -0.033, 0.243, 0.444, 0.362, 0.000, 0.001, -0.002, 0.000, 0.000, 0.000, 0.000, -0.001, 0.000, 0.006, -0.001, 0.000, 0.004, -0.007, 0.000, 0.000], "e_tot_ev": -124063.0679, "charge": 0, "homo_ev": [-10.25, -9.94], "s_squared": 6.0232, "multiplicity": 5, "orbital_gap_ev": [8.83, 6.46]}

***

# 12
{"formula": "C5H8Br2F2O3S", "method": "ωB97M-V with the def2-TZVPD basis set", "species": ["C", "C", "C", "C", "C", "O", "O", "O", "F", "F", "S", "Br", "Br", "H", "H", "H", "H", "H", "H", "H", "H"], "xyz": [[-1.212, -1.225, -2.691], [1.892, 1.256, 1.344], [0.805, 0.457, 2.075], [1.344, 2.132, 0.256], [0.680, -0.790, 1.757], [-2.950, -0.639, -0.997], [-1.439, -2.529, -0.363], [-0.572, -0.269, -0.208], [0.432, 3.022, 0.872], [2.312, 2.822, -0.279], [-1.440, -1.184, -0.864], [-0.730, -1.763, 2.588], [1.881, -1.900, 0.797], [-1.869, -2.088, -2.937], [-1.388, -0.239, -3.109], [-0.126, -1.354, -3.185], [2.549, 0.552, 0.831], [2.430, 1.913, 1.981], [-3.497, -0.773, -0.231], [0.160, 0.867, 2.901], [0.737, 1.733, -0.538]], "atomic_forces_ev_per_a": [[2.2, -0.6, -0.4], [-1.9, -1.2, -0.5], [1.9, 10.7, 2.9], [-2.7, 0.1, 1.2], [-2.5, -11.6, -2.3], [1.0, 0.3, -0.7], [-0.5, 0.4, -0.4], [-0.6, 1.2, -0.7], [0.7, 0.0, -0.2], [1.8, 1.5, -0.9], [0.5, -1.2, -1.6], [0.7, 0.4, 0.0], [0.3, 0.1, 0.7], [0.4, 1.0, -0.5], [-1.2, 0.0, 0.1], [-2.1, -0.4, 2.1], [0.2, 0.1, 0.3], [0.5, 0.5, 0.8], [-0.2, -0.3, 0.9], [1.3, -0.2, -0.8], [0.0, -0.9, -0.1]], "mulliken_spin": [0.006, 0.098, 0.624, 0.032, 0.893, -0.003, -0.005, 0.008, 0.003, 0.005, 0.025, 0.103, 0.147, 0.000, 0.000, 0.000, -0.008, 0.051, 0.002, 0.023, -0.006], "e_tot_ev": -167806.0536, "charge": 0, "homo_ev": [-5.26, -10.14], "s_squared": 2.0076, "multiplicity": 3, "orbital_gap_ev": [5.46, 7.75]}